Entry 1:
{
  "formula": "C4H7NO3",
  "method": "ωB97M-V/def2-TZVPD",
  "symbols": ["C", "N", "O", "C", "H", "H", "H", "C", "H", "O", "O", "H", "H", "H", "C"],
  "xyz": [[-1.01406, -1.10250, -0.81884], [-1.91176, -0.38384, -1.53159], [1.63678, 0.38684, 1.37288], [1.57073, 1.73696, 1.26249], [1.20880, 0.27089, -0.69065], [2.12174, 2.35480, 1.97951], [-2.32775, 0.45248, -1.11638], [1.06930, -0.30992, 0.20122], [-0.90989, 0.38591, 0.73284], [-0.69464, -2.15766, -1.29145], [0.89280, 2.37105, 0.44716], [-0.54330, -1.29572, 1.29774], [-2.25763, -0.85588, -2.35710], [1.59361, -1.27493, 0.04696], [-0.43473, -0.57849, 0.46523]],
  "e_lumo_ev": 0.826,
  "smiles": "NC(=O)CCOC=O",
  "de_lowest_kcal_mol": 24.0
}

---

Entry 2:
{
  "formula": "C44H117N9O13",
  "method": "ωB97M-V/def2-TZVPD",
  "symbols": ["H", "H", "C", "H", "H", "H", "C", "C", "H", "O", "H", "H", "O", "H", "N", "C", "C", "H", "C", "H", "O", "H", "H", "H", "H", "H", "H", "H", "H", "C", "H", "C", "H", "H", "C", "H", "H", "C", "H", "H", "O", "H", "H", "C", "C", "C", "H", "O", "H", "H", "H", "H", "H", "C", "H", "N", "H", "H", "H", "C", "H", "H", "H", "H", "C", "H", "H", "H", "C", "C", "H", "H", "H", "H", "H", "O", "H", "H", "H", "C", "H", "H", "H", "H", "C", "H", "H", "C", "H", "O", "H", "H", "C", "H", "H", "N", "C", "C", "H", "H", "H", "H", "C", "H", "H", "H", "C", "H", "N", "H", "H", "N", "H", "H", "H", "H", "C", "H", "H", "C", "C", "H", "O", "H", "C", "H", "N", "H", "H", "H", "H", "C", "C", "H", "H", "C", "O", "H", "C", "C", "H", "H", "N", "H", "C", "H", "H", "C", "H", "C", "H", "H", "H", "H", "H", "H", "C", "N", "H", "H", "O", "H", "N", "H", "H", "H", "H", "O", "O", "C", "H", "H", "H", "C", "C", "H", "H", "C", "H", "H", "H", "C", "O"],
  "xyz": [[-26.68324, -16.66887, 11.50204], [-27.54645, -8.03283, 8.93894], [-23.47533, -16.92540, 11.17154], [-26.71758, 0.25058, 13.86911], [-23.84886, -8.96393, 10.24354], [-25.17316, -11.47811, 10.90704], [-24.00032, -10.95048, 18.26421], [-24.54147, -8.65325, 14.54851], [-23.58117, -10.06631, 18.74000], [-29.32552, -16.52152, 13.43334], [-21.18290, -13.09410, 11.85503], [-22.71147, -19.31466, 10.03674], [-22.48023, -11.04112, 9.60037], [-26.20914, -7.88345, 13.51108], [-21.42528, -3.88282, 15.44993], [-27.88172, -7.27048, 9.64753], [-29.24949, -6.12838, 19.53644], [-29.36687, -16.99495, 15.48698], [-25.00265, -10.08561, 14.49462], [-22.61539, -8.12869, 11.21099], [-21.02599, -6.70760, 15.50202], [-29.83193, -5.00606, 21.87561], [-20.48791, -8.42151, 14.46967], [-29.24340, -15.28709, 11.69960], [-28.49979, -12.52433, 11.26886], [-22.83819, -3.13807, 13.44166], [-23.89332, -18.39283, 9.07312], [-29.70065, -2.86873, 19.32053], [-28.76651, -6.80057, 20.26983], [-28.29500, -1.60932, 15.54090], [-21.12659, -4.37962, 16.28577], [-22.17183, -12.90089, 12.28858], [-24.96045, -10.73232, 17.80626], [-31.16992, -9.93341, 9.80579], [-23.07198, -11.70147, 17.33259], [-26.44720, -8.05967, 15.25242], [-24.40177, -8.26545, 21.02453], [-30.65036, -9.12234, 9.29338], [-24.30303, -16.35982, 13.02441], [-31.41003, -8.48219, 8.83651], [-27.79068, -0.28031, 15.50905], [-29.82297, -18.29977, 14.35213], [-25.69717, -10.30763, 13.68367], [-21.18207, -11.60515, 13.97739], [-26.19447, -11.19176, 10.62158], [-25.70680, 0.84637, 15.66698], [-25.99291, -1.10342, 14.74086], [-21.49819, -11.76515, 19.21527], [-26.22959, 1.79610, 15.79771], [-21.49535, 1.37331, 11.24050], [-26.45523, -5.77448, 9.39413], [-19.17721, -7.32386, 14.82522], [-27.57742, -8.58988, 11.34143], [-21.91466, -12.42812, 18.04246], [-21.93084, -3.08117, 15.81227], [-23.77639, -8.34851, 15.74953], [-22.81989, -17.25993, 13.23734], [-26.67490, -10.86098, 11.54823], [-24.49229, -6.98896, 18.59673], [-28.03192, -16.95093, 13.09110], [-21.08051, -11.57011, 15.06244], [-19.85462, -8.21157, 16.18759], [-24.42309, 3.04650, 14.61777], [-27.48920, -2.33312, 15.69840], [-21.38876, -6.00599, 14.33373], [-28.85342, -1.67325, 16.47803], [-24.04478, -13.92424, 12.51500], [-24.98197, 1.98398, 13.36090], [-22.88451, -4.22724, 13.43270], [-23.28495, -16.49675, 12.61430], [-25.44386, -10.34816, 15.45811], [-23.90199, -8.41562, 13.68045], [-27.33301, -16.99339, 13.93627], [-23.11064, -7.17866, 24.27517], [-28.08870, -17.97930, 12.70649], [-28.97827, -6.36033, 18.18692], [-23.92515, -4.53436, 13.34670], [-22.48234, -10.96174, 16.76464], [-24.18758, -16.26901, 10.66344], [-28.95770, -4.69218, 19.92372], [-22.24077, -13.43177, 18.35106], [-30.26148, -7.92681, 17.91142], [-23.58485, -8.56016, 23.30136], [-24.16654, -10.77766, 14.37344], [-20.71088, -10.60793, 18.99764], [-27.30136, -5.61975, 14.61852], [-23.01979, -7.88173, 18.35869], [-29.84998, -17.21803, 14.52903], [-27.26886, -6.88219, 11.74225], [-26.85485, -12.30938, 10.05732], [-21.95704, -11.44841, 8.90560], [-22.95220, -8.90169, 15.92947], [-23.41024, -6.95323, 18.77290], [-29.61733, -6.41581, 10.54521], [-26.82959, -15.25890, 12.55434], [-30.01486, -3.83567, 19.34710], [-22.95529, -9.10028, 10.85992], [-24.26029, -7.17381, 20.98268], [-22.83069, 2.91493, 12.80910], [-26.54521, -5.92346, 16.19183], [-21.61063, -10.65466, 13.63933], [-20.19988, -11.77016, 13.52559], [-25.73852, -7.71544, 14.48705], [-29.99487, -9.57614, 8.54518], [-25.99206, -4.55317, 15.30116], [-23.52799, -7.36951, 15.75111], [-23.04040, -14.11209, 12.09151], [-21.24208, -0.26664, 11.92913], [-22.46100, -15.30159, 12.69756], [-28.63001, -14.12436, 9.53287], [-20.97992, -9.88190, 10.56641], [-28.40920, -15.45534, 11.15857], [-25.08985, -5.77209, 23.90149], [-22.13788, -7.68551, 22.82443], [-29.82400, -6.87918, 8.87076], [-21.95019, -6.69002, 13.67689], [-26.51982, -0.15495, 14.87056], [-22.27338, -15.11837, 13.67549], [-28.85582, -3.49757, 21.76419], [-27.40317, -16.03817, 12.03242], [-24.22685, 2.07449, 14.15884], [-23.22283, -12.59988, 15.48755], [-22.66212, 0.84322, 12.86445], [-28.83881, -7.81918, 16.83791], [-28.95576, -4.53065, 21.43794], [-26.18166, -10.40756, 9.86692], [-24.34145, 1.04366, 15.17789], [-23.02714, -5.25578, 15.36010], [-28.59861, -8.40345, 18.50302], [-20.87235, -10.16595, 18.00737], [-22.32903, -4.57555, 12.55951], [-22.86105, 2.07096, 13.51431], [-20.10629, -7.74118, 15.24132], [-21.72333, -9.18962, 9.12398], [-27.96416, -4.48320, 19.50355], [-23.99345, -6.65801, 22.38388], [-25.33100, -6.37886, 14.62887], [-24.00719, 0.15494, 14.82499], [-27.59428, -13.07573, 11.00224], [-22.26765, -4.81854, 14.69533], [-30.09350, -4.07427, 18.35888], [-19.64282, -10.82410, 19.07996], [-27.43167, -5.93615, 9.20815], [-30.89523, -16.93087, 14.65277], [-23.13010, -7.56245, 23.25679], [-27.00594, -14.73864, 9.77323], [-23.46768, -5.70144, 22.27182], [-21.92104, -9.80984, 10.00634], [-20.50420, -5.62956, 13.80065], [-29.37564, -7.20075, 9.81786], [-25.68806, -7.11617, 23.37082], [-23.27734, -9.75215, 11.67577], [-22.51195, -17.00682, 10.66187], [-23.05085, -6.04147, 18.29821], [-21.03218, -9.87143, 19.73420], [-26.10120, -7.83680, 10.91180], [-29.18607, -7.73807, 17.86862], [-25.26651, -6.25029, 23.02165], [-21.07252, -12.62515, 17.36538], [-25.16780, -6.70011, 20.59839], [-24.12317, -18.20772, 11.12051], [-28.90982, -1.82694, 14.66881], [-23.78013, -12.50417, 16.33395], [-25.63112, 0.51480, 16.71165], [-24.21855, -11.59079, 19.13376], [-28.00527, -5.21851, 9.62701], [-23.19303, -14.32145, 11.03168], [-29.94455, -8.40484, 10.28884], [-23.15020, -6.86737, 20.16624], [-21.45395, 0.77819, 12.15909], [-28.05121, -5.03356, 21.80183], [-30.29288, -6.37014, 19.82122], [-26.97413, -13.26336, 11.88463], [-27.90503, -14.41937, 10.29619], [-27.17816, -7.64181, 10.96092], [-24.38757, -19.84239, 9.95522], [-20.58432, 1.10370, 12.74703], [-23.74942, -18.96024, 10.00245], [-22.64142, -12.02347, 11.84358], [-23.78768, -13.47227, 16.66174], [-22.08843, 2.27365, 14.26697], [-26.35798, -5.57030, 15.16726], [-22.03928, -12.69630, 13.69421]],
  "e_lumo_ev": 0.460,
  "smiles": "COC[C@H](C)N.COC[C@H](C)N.COC[C@H](C)N.COC[C@H](C)N.COC[C@H](C)N.COC[C@H](C)N.COCCNCCOC.COCCNCCOC.COCCNCCOC.CCO",
  "de_lowest_kcal_mol": 16.7
}

---

Entry 3:
{
  "formula": "C34H31BaBrN9OS",
  "method": "ωB97M-V/def2-TZVPD",
  "symbols": ["C", "H", "H", "C", "C", "C", "C", "C", "H", "H", "C", "C", "H", "C", "C", "H", "H", "H", "N", "H", "C", "H", "C", "H", "C", "C", "H", "S", "H", "N", "H", "N", "H", "H", "H", "N", "N", "C", "H", "C", "C", "H", "C", "H", "H", "C", "H", "H", "N", "N", "H", "H", "H", "H", "C", "H", "C", "C", "C", "N", "C", "C", "C", "H", "C", "H", "O", "C", "C", "C", "H", "C", "C", "C", "C", "Ba", "Br", "N"],
  "xyz": [[1.68214, -2.06234, 0.73231], [1.10527, -4.71035, 0.81066], [-1.55068, 3.35897, 0.63293], [3.08186, -2.70980, 2.68632], [1.51255, 5.44922, -0.27473], [-6.78678, -0.56316, -0.77822], [-1.27556, -0.99886, 5.09486], [-1.78736, 1.73188, -4.05168], [-0.65948, 2.74466, -2.52455], [3.08589, -0.27498, -1.38780], [-0.65753, -3.10408, -2.49331], [6.43917, 1.63801, -1.22951], [-1.58397, -1.48759, 6.00965], [-0.69023, 3.98131, 0.39346], [-1.63291, -0.65657, -3.90453], [-1.73472, 5.84163, 0.61527], [-2.13502, 2.64037, -4.52435], [-4.70369, -0.80363, 1.58565], [0.45685, 3.35077, 0.11187], [0.27893, 7.18434, -0.01313], [4.02385, 0.26984, -1.34060], [-1.73988, -3.25652, -2.49428], [0.38866, -0.01234, 3.69604], [0.79731, -0.80333, 5.64077], [-1.76838, -0.11074, 2.92732], [-4.68920, 0.09489, -0.28020], [1.96507, -6.39500, 2.41427], [-3.13694, 0.78623, -0.39310], [-2.73126, 0.38255, -5.42675], [-5.66260, 0.13111, -1.21457], [-4.86144, 0.21105, -3.15317], [-5.21458, -0.62535, 0.73488], [1.41708, 0.27596, 3.50795], [7.38308, 2.16554, -1.18333], [3.39879, -1.67629, 2.74013], [2.82130, 3.44268, -0.51327], [0.94179, -2.52386, -0.25499], [-5.51793, 0.79050, -2.50683], [4.26463, -3.35010, 4.35908], [1.52462, 4.07614, -0.20440], [2.27765, -5.36078, 2.49165], [3.54187, -5.70833, 4.19218], [0.32299, 6.10335, 0.02463], [-6.50391, 0.87666, -2.95515], [-0.19521, -3.83589, -1.84055], [3.56645, -3.64991, 3.58740], [-5.08502, 1.77602, -2.35971], [5.27744, 3.33825, -0.60359], [-0.49619, 0.24487, 2.72456], [-0.51624, 0.70417, -2.30694], [-7.09379, -1.62264, 1.13025], [-2.46489, 0.10960, 2.12640], [-1.87234, -1.64200, -4.28158], [-0.30386, -3.26602, -3.51555], [0.04097, -0.61876, 4.89034], [5.17718, -1.42596, -1.96989], [-0.79467, 5.36466, 0.37251], [-0.31394, -1.72711, -2.03220], [6.40601, 0.29862, -1.61334], [2.78847, 2.22101, -0.65954], [-0.84832, -0.51452, -2.77621], [5.26878, 2.30064, -0.90494], [-2.18058, -0.73371, 4.08759], [2.41621, 5.97867, -0.54427], [5.20295, -0.38595, -1.67281], [7.32846, -0.20966, -1.86494], [1.98445, -0.81666, 0.96355], [4.07415, 1.60126, -0.96317], [1.79413, -4.42396, 1.59204], [-2.11324, 0.48276, -4.54263], [-7.67304, -0.65121, -1.38143], [-0.96676, 1.78688, -2.93497], [3.16303, -4.97472, 3.49119], [2.19584, -3.09267, 1.68624], [-6.50445, -1.03790, 0.44715], [0.62023, 0.76650, 0.13135], [-3.99646, -1.21205, 4.26415], [0.42694, -1.46626, -1.02593]],
  "e_lumo_ev": -3.272,
  "de_lowest_kcal_mol": 38.2,
  "total_charge": 1
}

---

Entry 4:
{
  "formula": "C46H43N5O8PSV",
  "method": "ωB97M-V/def2-TZVPD",
  "symbols": ["C", "H", "H", "C", "C", "H", "C", "H", "H", "O", "C", "H", "C", "C", "H", "H", "H", "C", "H", "H", "H", "H", "N", "O", "O", "C", "C", "O", "C", "H", "C", "C", "H", "C", "H", "H", "C", "H", "H", "H", "H", "C", "C", "C", "H", "H", "H", "O", "O", "H", "N", "N", "C", "N", "C", "C", "S", "H", "C", "H", "P", "H", "H", "C", "H", "H", "C", "H", "H", "N", "C", "C", "C", "H", "C", "H", "H", "C", "O", "H", "H", "C", "H", "C", "C", "C", "C", "H", "H", "O", "H", "C", "C", "C", "C", "C", "C", "C", "C", "C", "C", "H", "C", "C", "V"],
  "xyz": [[15.48248, 14.48624, 19.52735], [19.67228, 16.19674, 9.32113], [13.32098, 13.22994, 10.62089], [17.69294, 12.45862, 15.38371], [19.95651, 14.99368, 11.75149], [17.00087, 10.58120, 14.03139], [20.95649, 14.55106, 10.84122], [13.79854, 11.99853, 9.47829], [14.46775, 11.08631, 17.46609], [17.62970, 15.50765, 14.67883], [11.62966, 10.26800, 14.41977], [14.49455, 12.90294, 14.80084], [10.69380, 8.25261, 12.07241], [12.15166, 11.27485, 15.18835], [12.98926, 13.50950, 12.92183], [9.83496, 6.76064, 10.54919], [17.70262, 16.71614, 16.81686], [10.54525, 7.53030, 10.88603], [13.58467, 15.09513, 18.61400], [15.57388, 15.53011, 10.74409], [20.70077, 13.79759, 10.08596], [18.94959, 17.73461, 7.73466], [12.58885, 12.41557, 14.66807], [15.57652, 13.10587, 12.08029], [14.71813, 8.88556, 9.73442], [15.23155, 8.26331, 15.72412], [16.34123, 10.13797, 14.79668], [17.92980, 13.10323, 14.20363], [16.02463, 8.73999, 14.76562], [16.48504, 17.87299, 16.40204], [12.62006, 12.61627, 13.35015], [15.90572, 17.01523, 14.04283], [15.22501, 17.66107, 14.60066], [16.97394, 16.50104, 15.00531], [13.89507, 13.95154, 16.59654], [14.03966, 8.67717, 17.46837], [20.35518, 15.90374, 12.78408], [23.02111, 14.68079, 10.26986], [16.41035, 18.42456, 7.69522], [15.06228, 7.18888, 15.70131], [14.69378, 15.87997, 12.50895], [16.31610, 15.97696, 10.05642], [18.56727, 16.34510, 9.27818], [16.13470, 12.41690, 15.77233], [16.52738, 17.48622, 13.31204], [14.89861, 17.39415, 9.19034], [17.27041, 13.47610, 20.20097], [13.39552, 10.18857, 8.15523], [13.61586, 7.81571, 7.82058], [17.08614, 11.25989, 7.94502], [15.33259, 11.06071, 11.18506], [12.30389, 9.51234, 10.95939], [18.17115, 17.30774, 8.38186], [17.16339, 17.22388, 16.09477], [14.64940, 9.11912, 16.70538], [11.73061, 10.37993, 13.04207], [13.62555, 8.90632, 8.75992], [17.67334, 12.20099, 18.23694], [21.67212, 16.34094, 12.87379], [18.51065, 9.43642, 8.95710], [18.24572, 14.53287, 11.42313], [14.61609, 15.32055, 14.17883], [21.91704, 17.02566, 13.70357], [14.20595, 12.88463, 10.07828], [12.35422, 11.64144, 11.45695], [11.21442, 9.36808, 14.88650], [18.46568, 10.42443, 9.38182], [16.84194, 13.39388, 9.01126], [16.12779, 10.65478, 11.58656], [11.38934, 7.62995, 9.81560], [22.26627, 15.01808, 10.98632], [16.83230, 17.63604, 8.34872], [11.55684, 9.31598, 12.04363], [19.79858, 9.94601, 10.82138], [17.62477, 11.42392, 8.84928], [10.02643, 8.09091, 12.89445], [12.26613, 11.06617, 16.19719], [19.13775, 11.96441, 11.14525], [15.45361, 13.08769, 14.77352], [16.50705, 8.12424, 13.96915], [14.90958, 10.47361, 10.48252], [17.54444, 12.66591, 9.48027], [19.63640, 16.05567, 13.61512], [19.17536, 10.73984, 10.54766], [15.36418, 15.77427, 13.44966], [12.22142, 11.58604, 12.50955], [18.34698, 12.96862, 10.58711], [14.70283, 13.76966, 9.61781], [15.23845, 15.10028, 20.44421], [18.55390, 11.93117, 16.01279], [19.74502, 12.11968, 11.96613], [16.86366, 13.02604, 18.16010], [14.57888, 14.58776, 18.51459], [15.79879, 10.92008, 15.76672], [15.13721, 12.36346, 11.17336], [15.91805, 16.99739, 9.22942], [12.21371, 8.63254, 9.92472], [16.64219, 13.81059, 19.35666], [15.88347, 13.17341, 17.06853], [14.92244, 10.46496, 16.72462], [17.68250, 15.70390, 10.13810], [23.56082, 16.29630, 12.17710], [14.72716, 13.95239, 17.30430], [22.64288, 15.87963, 12.00694], [16.58469, 14.08120, 13.39232]],
  "e_lumo_ev": [-0.255, -0.254],
  "spin_multiplicity": 3,
  "de_lowest_kcal_mol": 19.3
}